one | {
  "formula": "C41H24Br2InN9O6S2",
  "method": "wB97M-V/def2-TZVPD",
  "symbols": ["C", "S", "H", "C", "H", "C", "H", "C", "C", "C", "C", "C", "N", "N", "H", "H", "O", "O", "O", "H", "C", "C", "C", "H", "Br", "H", "N", "N", "H", "C", "C", "H", "C", "C", "C", "C", "C", "C", "C", "O", "C", "Br", "C", "H", "H", "C", "C", "H", "H", "In", "N", "O", "N", "H", "H", "C", "H", "C", "H", "C", "N", "S", "H", "C", "C", "O", "H", "H", "C", "N", "C", "C", "C", "C", "C", "C", "H", "C", "C", "C", "H", "C", "H", "C", "N"],
  "xyz": [[-1.42, 5.60, 0.31], [0.96, 2.53, -0.46], [5.03, 0.92, 1.75], [0.50, -0.93, 5.35], [1.47, -2.39, 1.59], [3.17, -1.34, -4.23], [-4.27, -3.63, -2.20], [-1.54, -1.65, -2.04], [-2.98, -2.67, 3.83], [-0.87, -1.56, 3.46], [-0.45, 3.41, -0.10], [-3.30, -2.96, -0.41], [-1.69, 2.84, 0.03], [2.16, -0.57, 0.96], [-4.09, -3.05, 2.08], [3.79, -1.64, -5.06], [-0.17, 1.29, 2.11], [5.32, -4.56, 6.06], [7.43, -4.93, 4.87], [0.66, 5.21, -0.01], [1.01, 1.32, -5.75], [4.29, 0.14, 1.74], [-1.55, -2.09, 5.76], [-1.31, 6.66, 0.44], [2.99, -0.10, -7.20], [3.53, -2.90, 2.97], [1.03, 1.64, 2.39], [1.54, -0.59, -2.12], [0.86, 1.83, -6.69], [-2.30, -2.17, 0.17], [2.45, -1.52, -1.97], [-2.26, -2.56, 6.44], [4.46, -1.04, 2.47], [3.29, -1.94, -3.01], [0.31, 2.99, 4.28], [6.64, -2.56, 4.92], [-0.42, -1.49, 6.24], [-3.46, -3.05, -1.78], [5.65, -1.29, 3.30], [-0.53, 1.15, -2.49], [0.30, -0.98, 4.00], [-1.16, 2.93, -4.84], [0.21, 1.62, -4.66], [6.88, 0.37, 2.60], [-3.72, -3.10, 4.50], [1.38, 0.00, -3.30], [1.98, 0.35, -5.63], [-3.99, -3.51, 0.21], [2.52, -1.97, -0.99], [-0.07, 0.19, -0.09], [5.61, -2.34, 4.13], [-1.92, 1.58, -0.08], [3.75, 2.91, 3.90], [-2.66, -2.46, -3.68], [1.40, -0.47, 5.74], [-0.34, 4.80, 0.07], [2.97, 1.24, 0.45], [7.82, -0.82, 4.12], [-0.23, -1.45, 7.30], [6.79, -0.48, 3.26], [-1.06, -1.59, 2.13], [6.70, -4.13, 5.85], [8.74, -0.25, 4.14], [-1.81, -2.12, 4.38], [2.64, 2.69, 3.69], [7.43, -3.86, 7.08], [4.01, -2.72, -2.83], [-0.84, -1.17, -2.69], [-2.68, 4.99, 0.41], [-0.52, 3.46, 4.93], [-1.43, -1.49, -0.68], [2.31, -1.70, 1.65], [1.28, 2.42, 3.43], [-2.56, -2.40, -2.60], [3.13, 0.33, 1.01], [3.43, -1.98, 2.41], [1.02, -0.58, 3.31], [-2.17, -2.10, 1.64], [-3.17, -2.65, 2.48], [-2.76, 3.63, 0.26], [-3.57, 5.57, 0.59], [2.20, -0.33, -4.42], [-3.69, 3.09, 0.33], [0.29, 0.96, -3.41], [7.75, -1.84, 4.95]],
  "lowdin_charge": [-0.08, 0.79, 0.10, -0.05, 0.12, -0.04, 0.09, -0.11, -0.01, -0.19, -0.60, -0.05, -0.19, 0.00, 0.09, 0.07, -0.20, -0.38, -0.38, 0.10, -0.20, 0.01, -0.05, 0.10, 0.68, 0.12, -0.08, 0.09, 0.09, -0.19, -0.12, 0.11, -0.13, -0.04, -0.20, -0.36, -0.08, -0.10, -0.21, -0.17, -0.02, 0.71, -0.60, 0.09, 0.11, -0.15, -0.64, 0.09, 0.09, 0.85, 0.17, -0.17, 0.14, 0.10, 0.11, -0.10, 0.06, -0.13, 0.10, 0.00, 0.16, 0.40, 0.10, -0.16, -0.21, -0.38, 0.10, 0.07, -0.07, 0.14, -0.12, -0.15, -0.32, -0.08, -0.16, 0.02, 0.07, -0.21, 0.00, -0.02, 0.10, -0.20, 0.14, -0.48, 0.11],
  "homo_lumo_gap_ev": 6.61,
  "e_homo_ev": -3.20,
  "total_charge": -2,
  "lumo_energy_ha": 0.1255
}

=====

two | {
  "formula": "C41H24Br2InN9O6S2",
  "method": "wB97M-V/def2-TZVPD",
  "symbols": ["H", "O", "H", "C", "H", "H", "C", "H", "H", "O", "C", "H", "N", "C", "H", "C", "C", "C", "C", "H", "H", "N", "O", "H", "H", "C", "C", "C", "S", "N", "C", "C", "C", "C", "C", "N", "O", "C", "S", "O", "H", "N", "C", "C", "N", "N", "H", "C", "H", "C", "H", "H", "H", "C", "C", "C", "C", "C", "C", "C", "H", "C", "N", "C", "C", "C", "C", "H", "H", "Br", "H", "C", "C", "H", "C", "C", "C", "In", "H", "N", "Br", "C", "O", "C", "C"],
  "xyz": [[-0.23, -2.43, 1.76], [0.82, -0.25, 2.40], [6.58, 1.61, -0.04], [-0.94, -2.63, 0.96], [1.26, 1.21, 6.53], [-0.07, 3.77, -4.05], [0.48, 5.41, -1.15], [1.14, 2.34, -4.78], [0.97, 5.76, 2.67], [1.72, -1.49, 0.18], [0.71, 1.28, 5.60], [-5.63, -6.98, -2.01], [2.76, 1.04, 0.12], [-3.34, -5.26, -0.25], [-4.36, -4.84, -2.12], [-0.62, 1.40, 3.16], [0.71, 4.25, -0.37], [0.52, 6.68, -0.55], [-4.22, -5.52, -1.29], [5.87, -3.17, 0.07], [1.87, -0.24, 4.58], [-1.05, -1.67, 0.04], [-3.70, -9.77, 1.42], [-1.54, -4.58, 1.64], [-0.67, 2.80, 6.26], [-5.40, 1.63, -0.85], [1.17, -0.96, -4.08], [0.72, 6.81, 0.80], [-3.79, -8.47, 2.07], [0.81, 3.01, -0.91], [3.59, -0.02, 0.13], [-4.91, -6.72, -1.24], [3.87, -2.42, 0.12], [0.88, 4.42, 1.03], [0.96, -0.89, -2.71], [-4.75, -7.60, -0.26], [-5.06, -8.19, 2.72], [-3.87, -7.27, 0.69], [-1.40, 1.45, 1.65], [-1.93, 1.20, -1.21], [0.37, 7.56, -1.17], [-6.52, 1.43, -0.71], [1.04, 1.43, -4.19], [3.26, 2.25, 0.07], [-3.15, 0.94, -1.00], [-3.18, -6.14, 0.74], [1.29, -1.92, -4.57], [2.97, -1.33, 0.15], [0.94, -1.80, -2.12], [-3.70, 3.30, -1.31], [2.56, 3.07, 0.07], [1.42, 0.18, -5.89], [0.76, 7.79, 1.26], [-2.65, -2.99, -1.11], [4.64, 2.50, 0.02], [-1.01, 2.21, 4.24], [0.75, 0.33, -2.07], [-0.36, 2.16, 5.45], [-1.65, -3.81, 0.89], [5.25, -2.28, 0.09], [-3.33, -3.06, -1.95], [0.19, 5.20, -2.52], [-3.45, 4.41, -1.51], [0.79, 1.51, -2.82], [-4.02, 1.94, -1.06], [5.01, 0.13, 0.08], [1.07, 0.49, 4.54], [0.99, 3.52, 1.63], [5.00, 3.52, -0.05], [3.10, -4.16, 0.12], [-1.84, 2.88, 4.07], [5.51, 1.45, 0.02], [0.22, 3.94, -3.03], [-1.94, -1.05, -1.70], [5.81, -1.03, 0.07], [-1.88, -1.85, -0.98], [-2.54, -4.01, -0.16], [0.27, 0.31, 0.07], [-0.10, 6.05, -3.13], [0.42, 0.54, 3.35], [7.72, -0.89, 0.01], [0.87, 5.66, 1.60], [-2.61, -8.11, 2.84], [1.22, 0.21, -4.82], [0.59, 2.85, -2.20]],
  "lowdin_charge": [0.11, -0.18, 0.07, -0.09, 0.10, 0.11, -0.15, 0.09, 0.10, -0.16, -0.08, 0.10, 0.11, -0.21, 0.09, -0.64, -0.21, -0.04, -0.01, 0.09, 0.14, 0.02, -0.38, 0.12, 0.10, -0.22, -0.08, -0.10, 0.39, 0.12, -0.12, -0.13, -0.59, -0.02, -0.11, 0.11, -0.38, -0.35, 0.77, -0.26, 0.11, 0.11, -0.05, -0.11, -0.06, 0.17, 0.10, -0.42, 0.09, -0.21, 0.07, 0.09, 0.09, 0.01, -0.04, -0.10, -0.15, -0.09, 0.03, -0.19, 0.10, -0.01, 0.13, -0.18, -0.34, -0.19, -0.02, 0.10, 0.10, 0.75, 0.10, -0.05, 0.00, 0.09, -0.64, -0.11, -0.13, 0.76, 0.12, -0.21, 0.69, -0.08, -0.38, -0.10, -0.20],
  "homo_lumo_gap_ev": 6.90,
  "e_homo_ev": -3.62,
  "total_charge": -2,
  "lumo_energy_ha": 0.1204
}

=====

Of them, two has the highest stability.

=====

one | {
  "formula": "C10H16O",
  "method": "wB97M-V/def2-TZVPD",
  "symbols": ["H", "C", "C", "C", "H", "H", "C", "H", "H", "C", "H", "C", "H", "C", "H", "H", "C", "H", "O", "H", "H", "H", "H", "H", "H", "C", "C"],
  "xyz": [[-3.89, 0.44, -1.09], [-1.17, -1.08, 0.37], [0.03, -2.39, -1.06], [-0.79, -1.95, -2.06], [-1.45, -0.83, 1.32], [0.40, 1.67, 1.13], [1.41, 1.80, 0.89], [1.21, 3.49, 2.24], [0.89, -4.12, -1.78], [-1.93, -0.50, -0.61], [-2.29, -0.43, -2.73], [-1.71, -0.85, -1.91], [2.37, 2.19, 2.62], [-0.25, -2.10, 0.23], [2.40, 0.06, 1.71], [2.06, -0.14, 0.04], [1.95, 2.84, 1.95], [-2.54, 1.60, -0.64], [0.84, -3.50, -0.94], [3.43, 0.95, 0.51], [1.32, 2.47, -0.10], [0.16, -2.53, 1.10], [-0.84, -2.41, -3.06], [2.54, 3.54, 1.40], [-3.62, 0.55, 0.28], [-2.95, 0.63, -0.51], [2.40, 0.62, 0.71]],
  "lowdin_charge": [0.10, -0.04, -0.35, -0.01, 0.08, 0.05, -0.30, 0.03, 0.16, -0.29, 0.12, -0.03, 0.04, -0.02, 0.09, 0.04, -0.10, 0.07, -0.01, 0.07, 0.13, 0.12, 0.11, 0.06, 0.04, -0.05, -0.11],
  "homo_lumo_gap_ev": 9.46,
  "e_homo_ev": -8.65,
  "total_charge": 0,
  "lumo_energy_ha": 0.0299,
  "smiles": "Cc1ccc(O)cc1.CCC"
}

=====

two | {
  "formula": "C10H16O",
  "method": "wB97M-V/def2-TZVPD",
  "symbols": ["H", "H", "H", "H", "H", "H", "C", "C", "H", "H", "H", "C", "C", "C", "O", "C", "H", "H", "C", "C", "C", "H", "H", "H", "H", "H", "C"],
  "xyz": [[-3.77, 1.55, -1.19], [0.47, -2.02, -1.04], [3.87, -2.15, -0.14], [1.13, -3.37, -0.22], [0.82, 2.93, -1.03], [1.43, -0.58, 0.81], [-2.98, 0.80, 0.60], [0.80, -2.34, -0.06], [-4.31, 0.39, 1.95], [0.20, 0.88, 1.63], [1.72, 1.61, -0.31], [-1.56, 1.38, -1.22], [1.93, -1.48, 0.51], [-1.90, 0.63, 1.42], [-4.28, 0.78, 1.06], [-0.45, 1.40, -0.34], [3.60, -0.37, -0.20], [-0.03, -2.44, 0.62], [3.16, -1.36, -0.37], [0.85, 1.84, -0.95], [-0.61, 0.88, 0.92], [2.96, -1.41, -1.43], [0.99, 1.48, -1.96], [2.15, -1.84, 1.52], [-1.31, 1.32, -2.27], [-2.01, 0.26, 2.43], [-2.84, 1.25, -0.73]],
  "lowdin_charge": [0.12, 0.07, 0.07, 0.07, 0.08, 0.04, -0.33, -0.12, 0.11, 0.11, 0.07, -0.04, -0.32, -0.03, 0.03, -0.29, 0.06, 0.06, -0.11, -0.05, -0.07, 0.07, 0.08, 0.10, 0.11, 0.11, 0.00],
  "homo_lumo_gap_ev": 9.22,
  "e_homo_ev": -8.34,
  "total_charge": 0,
  "lumo_energy_ha": 0.0321,
  "smiles": "Cc1ccc(O)cc1.CCC"
}

=====

three | {
  "formula": "C10H16O",
  "method": "wB97M-V/def2-TZVPD",
  "symbols": ["C", "H", "H", "C", "H", "C", "H", "O", "H", "H", "H", "H", "C", "H", "C", "C", "H", "C", "H", "C", "H", "H", "C", "H", "C", "H", "H"],
  "xyz": [[1.67, 0.80, 0.45], [1.47, 1.74, 0.94], [-1.24, 1.98, 0.97], [0.82, -2.85, 1.16], [-3.38, 1.07, 1.19], [1.00, -0.33, 0.90], [-3.73, -0.50, -0.83], [2.78, 1.87, -1.28], [-4.05, 1.72, -0.24], [0.33, -0.29, 1.75], [2.48, -2.59, -1.14], [3.50, 1.78, -1.89], [1.30, -1.61, 0.43], [0.39, -2.60, 2.13], [2.46, 0.70, -0.68], [2.80, -0.56, -1.18], [-2.06, -0.62, -0.09], [-2.80, 0.01, -0.58], [-0.01, -3.33, 0.65], [-3.11, 1.31, 0.15], [3.57, -0.63, -1.93], [1.67, -3.50, 1.29], [2.25, -1.69, -0.58], [-1.48, 2.29, -0.77], [-1.95, 2.31, 0.22], [-2.31, 3.29, 0.51], [-2.38, 0.24, -1.56]],
  "lowdin_charge": [-0.02, 0.12, 0.05, -0.05, 0.09, -0.06, 0.07, 0.06, 0.09, 0.11, 0.11, 0.09, -0.29, 0.07, -0.33, -0.03, 0.06, -0.13, 0.08, -0.33, 0.11, 0.07, -0.06, 0.07, -0.11, 0.07, 0.07],
  "homo_lumo_gap_ev": 9.25,
  "e_homo_ev": -8.38,
  "total_charge": 0,
  "lumo_energy_ha": 0.0320,
  "smiles": "Cc1ccc(O)cc1.CCC"
}

=====

four | {
  "formula": "C10H16O",
  "method": "wB97M-V/def2-TZVPD",
  "symbols": ["C", "H", "C", "C", "H", "H", "C", "H", "O", "H", "C", "C", "H", "C", "H", "H", "H", "H", "C", "H", "C", "H", "H", "H", "H", "C", "H"],
  "xyz": [[-0.53, -2.42, 3.26], [-1.05, -3.34, 3.00], [0.72, -2.27, 1.10], [-0.60, 2.24, 1.47], [1.65, -2.24, 1.69], [0.42, -2.76, 3.70], [-0.19, 1.75, 0.10], [-1.39, -1.74, 1.54], [0.64, -0.66, -3.09], [2.31, 0.23, -1.62], [1.14, 1.52, -0.28], [-1.27, 1.36, -0.71], [-0.46, 3.34, 1.46], [1.36, 0.67, -1.35], [-1.68, 2.14, 1.55], [-1.79, 0.36, -2.54], [1.76, 2.28, 0.20], [-2.28, 1.70, -0.52], [-0.38, -1.63, 1.94], [-0.96, -1.93, 4.14], [0.28, 0.13, -2.06], [0.00, -0.61, 2.00], [-0.02, 1.96, 2.35], [0.65, -3.34, 0.91], [0.85, -1.65, 0.21], [-1.02, 0.60, -1.82], [0.00, -0.96, -3.72]],
  "lowdin_charge": [-0.13, 0.07, -0.12, -0.07, 0.08, 0.06, -0.29, 0.10, 0.05, 0.12, -0.04, -0.06, 0.08, -0.02, 0.07, 0.11, 0.12, 0.11, -0.30, 0.06, -0.34, 0.08, 0.07, 0.07, 0.05, -0.03, 0.10],
  "homo_lumo_gap_ev": 8.91,
  "e_homo_ev": -8.09,
  "total_charge": 0,
  "lumo_energy_ha": 0.0301,
  "smiles": "Cc1ccc(O)cc1.CCC"
}

=====

Of them, three has the highest stability.